Below is an isolated ion of composition C8H13N2 and charge +1 in a non-equilibrium geometry, with properties calculated with the ωB97M-V functional and the def2-TZVPD basis.

Structure (ORCA input):
```
! wB97M-V def2-TZVPD RIJCOSX def2/J DEFGRID3
* xyz 1 3
C -0.2923 -2.1084 0.1768
C 0.3832 -1.2342 -0.6652
C 0.1290 0.0648 -0.1682
C -0.9418 -1.3779 1.1750
C 0.5822 1.4283 -0.4669
C 0.4756 2.8685 0.2965
C 1.2351 -1.6464 -1.8085
C -1.7780 -1.8328 2.3025
N -0.6691 -0.0873 0.9588
N 1.2380 1.5390 -1.6135
H -0.3109 -3.1772 0.0878
H 1.1202 2.8403 1.1672
H 0.8025 3.6250 -0.4035
H -0.5512 3.0489 0.5941
H 1.3345 -2.7289 -1.8039
H 0.7951 -1.3613 -2.7641
H 2.2339 -1.2182 -1.7302
H -1.1737 -2.3806 3.0293
H -2.2458 -0.9881 2.8040
H -2.5512 -2.5152 1.9561
H -0.9950 0.6790 1.5255
H 1.6231 2.4111 -1.9428
H 1.3717 0.7261 -2.1993
*
```

The frontier orbital gap (spin up / spin down) is 0.2703 / 0.2628 Ha. Its expectation value of S² is 2.011. The LUMO energy (spin up / spin down) comes out at -2.46 / -6.61 eV. The HOMO energy (spin up / spin down) is -9.815 / -13.762 eV.

So, what does the Löwdin scheme give us? The charges, in e, come out as: 0.06, -0.19, -0.06, -0.25, -0.21, 0.02, -0.03, 0.02, 0.15, 0.15, 0.14, 0.08, 0.07, 0.07, 0.09, 0.10, 0.09, 0.11, 0.09, 0.10, 0.17, 0.13, 0.09